One molecule with the formula C5H11N5O2. Source: the Open Molecules 2025 dataset; level of theory: the ωB97M-V functional and the def2-TZVPD basis.

Computed properties:
* LUMO: 0.837 eV
* molecular weight: 173.18 g mol⁻¹
* energy relative to the best compared isomer or geometry (same formula, charge and spin): 44.90 kcal/mol
* structure (SMILES): [H]/N=C(N)/N=C(\N)NCCC(=O)O
* total charge: 0

Each line ends with the Löwdin charge.
Atoms and positions in Å:
H -3.42567 -1.19342 0.00561  0.0377
N -2.82635 -0.42153 0.05122  0.0839
C -1.64646 -0.87680 -0.10354  -0.4540
N -1.33119 -2.22197 -0.30721  0.1195
N -0.51789 0.03942 -0.27969  0.1412
C -0.72143 1.29127 -0.00645  -0.4846
N -1.92119 1.91815 0.04496  0.0964
N 0.37870 2.13627 -0.06724  -0.0079
C 1.71596 1.59705 -0.31385  -0.1329
C 1.87997 0.46472 0.82854  -0.0848
C 1.48842 -0.85676 0.31274  -0.4559
O 1.12729 -1.90602 0.85991  0.0150
O 2.23308 -0.97371 -0.96661  -0.0144
H -0.38506 -2.66112 -0.19104  0.0920
H -2.08652 -2.80954 0.07979  0.1008
H -2.71391 1.19511 0.38744  0.0992
H -2.00099 2.71688 0.72764  0.1163
H 0.10218 3.03556 -0.62997  0.1809
H 2.48850 2.43519 -0.20371  0.1445
H 1.67774 1.07597 -1.22321  0.0786
H 2.90964 0.41679 0.92765  0.0910
H 1.53032 0.87890 1.77426  0.1313
H 2.24746 -1.92175 -1.19968  0.1063